ORCA calculation (ωB97M-V with the def2-TZVPD basis set) on 13 unconnected molecules or ions with the total composition C52H91N13 at a distorted geometry.

Last column: Mulliken charge in e.
Positions of all 156 atoms, in Å:
C (-12.54, -6.19, 21.95)  -0.736
C (-12.29, -5.49, 20.68)  0.609
C (-13.31, -4.47, 20.15)  -0.691
C (-12.72, -3.96, 18.90)  0.307
N (-12.11, -3.68, 17.96)  -0.532
H (-13.61, -6.50, 22.03)  0.337
H (-12.26, -5.53, 22.77)  0.323
H (-11.91, -7.09, 22.00)  -0.111
H (-12.18, -6.25, 19.92)  -0.377
H (-11.34, -4.92, 20.64)  0.210
H (-13.41, -3.60, 20.79)  0.389
H (-14.26, -4.90, 19.99)  0.363
C (-10.12, -5.73, 13.82)  -1.412
C (-9.84, -6.93, 14.77)  -0.484
C (-10.91, -7.30, 15.74)  1.745
C (-12.04, -7.96, 15.04)  -0.027
N (-12.92, -8.33, 14.41)  -0.631
H (-9.22, -5.47, 13.26)  0.403
H (-10.58, -4.87, 14.32)  0.340
H (-10.86, -6.07, 13.02)  0.312
H (-8.97, -6.73, 15.34)  0.032
H (-9.54, -7.76, 14.15)  0.410
H (-11.33, -6.40, 16.19)  0.000
H (-10.44, -8.00, 16.40)  -0.728
C (-10.43, -6.49, 25.76)  -0.826
C (-11.92, -6.11, 25.97)  -0.598
C (-12.67, -7.39, 26.41)  0.255
C (-12.03, -8.02, 27.59)  0.218
N (-11.43, -8.33, 28.53)  -0.608
H (-10.39, -7.15, 24.87)  -0.004
H (-10.06, -6.85, 26.72)  0.504
H (-9.90, -5.56, 25.48)  0.322
H (-12.41, -5.73, 25.11)  0.234
H (-12.15, -5.40, 26.73)  0.399
H (-12.53, -8.04, 25.55)  -0.330
H (-13.73, -7.17, 26.64)  0.466
C (-10.35, -14.08, 17.19)  -1.234
C (-10.27, -12.73, 16.56)  0.445
C (-10.97, -11.56, 17.32)  2.320
C (-12.38, -11.72, 17.43)  0.092
N (-13.52, -11.81, 17.51)  -0.670
H (-9.76, -14.15, 18.12)  0.205
H (-9.94, -14.90, 16.56)  0.386
H (-11.40, -14.37, 17.43)  0.381
H (-10.66, -12.79, 15.53)  0.459
H (-9.22, -12.53, 16.44)  -0.859
H (-10.78, -10.66, 16.67)  -0.467
H (-10.48, -11.40, 18.26)  -1.044
C (-3.61, -6.26, 23.34)  -1.442
C (-4.64, -7.14, 22.62)  0.811
C (-4.10, -8.60, 22.45)  -0.190
C (-4.15, -9.28, 23.78)  0.160
N (-4.34, -9.59, 24.89)  -0.486
H (-2.60, -6.39, 23.00)  0.364
H (-3.59, -6.47, 24.41)  0.341
H (-3.85, -5.21, 23.18)  0.396
H (-4.94, -6.79, 21.64)  -0.575
H (-5.55, -7.26, 23.22)  0.273
H (-3.08, -8.56, 22.06)  0.483
H (-4.70, -9.09, 21.70)  -0.128
C (-8.85, -5.20, 18.60)  0.255
C (-7.66, -4.44, 19.16)  -1.100
C (-6.95, -5.18, 20.29)  1.265
C (-7.80, -5.34, 21.51)  0.051
N (-8.59, -5.53, 22.33)  -0.539
H (-9.61, -5.33, 19.43)  -0.680
H (-8.54, -6.22, 18.36)  -0.277
H (-9.30, -4.79, 17.72)  0.676
H (-7.88, -3.42, 19.37)  0.519
H (-6.96, -4.39, 18.34)  0.278
H (-5.99, -4.73, 20.58)  0.587
H (-6.74, -6.21, 20.01)  -1.310
C (-5.47, -13.94, 22.80)  -1.365
C (-6.81, -13.29, 23.31)  -0.100
C (-8.00, -13.59, 22.40)  -0.212
C (-7.79, -13.22, 21.01)  0.265
N (-7.55, -12.92, 19.93)  -0.504
H (-5.37, -15.00, 22.87)  0.355
H (-4.63, -13.47, 23.35)  0.370
H (-5.33, -13.64, 21.74)  0.302
H (-6.67, -12.20, 23.40)  0.121
H (-7.08, -13.69, 24.31)  0.301
H (-8.94, -13.15, 22.78)  0.002
H (-8.08, -14.69, 22.39)  0.451
C (-16.22, -7.93, 19.41)  -0.943
C (-15.70, -9.01, 18.40)  -0.129
C (-14.68, -8.54, 17.41)  -0.902
C (-13.34, -8.50, 18.03)  -0.083
N (-12.31, -8.52, 18.56)  0.102
H (-15.43, -7.69, 20.07)  -0.019
H (-17.04, -8.39, 20.01)  0.352
H (-16.62, -7.05, 18.90)  0.402
H (-16.52, -9.42, 17.84)  0.481
H (-15.26, -9.88, 18.95)  -0.147
H (-14.88, -7.61, 16.91)  0.590
H (-14.68, -9.20, 16.52)  0.358
C (-6.52, -11.88, 14.74)  -1.003
C (-6.45, -12.46, 16.20)  -0.558
C (-6.36, -11.30, 17.29)  -0.265
C (-7.45, -10.29, 17.06)  0.111
N (-8.37, -9.70, 16.79)  -0.279
H (-6.48, -12.66, 13.97)  0.353
H (-5.86, -11.01, 14.54)  0.271
H (-7.48, -11.34, 14.65)  0.234
H (-5.57, -13.06, 16.40)  0.481
H (-7.35, -13.09, 16.33)  0.171
H (-5.47, -10.77, 17.13)  0.456
H (-6.45, -11.71, 18.29)  0.106
C (-13.54, -10.11, 23.14)  -1.176
C (-14.06, -10.25, 21.65)  0.591
C (-13.77, -11.74, 21.20)  -0.856
C (-12.35, -12.12, 21.35)  0.265
N (-11.24, -12.31, 21.54)  -0.423
H (-14.29, -10.63, 23.76)  0.440
H (-13.41, -9.08, 23.45)  0.100
H (-12.58, -10.57, 23.39)  0.230
H (-13.46, -9.59, 21.05)  -0.580
H (-15.11, -10.05, 21.48)  0.531
H (-14.06, -11.98, 20.19)  0.339
H (-14.38, -12.45, 21.77)  0.454
C (-5.24, -7.31, 15.31)  -1.475
C (-5.65, -6.61, 16.60)  0.383
C (-5.09, -7.39, 17.81)  3.176
C (-3.58, -7.40, 17.89)  0.059
N (-2.45, -7.22, 17.75)  -0.560
H (-4.19, -7.29, 15.13)  0.476
H (-5.73, -6.73, 14.53)  0.429
H (-5.65, -8.31, 15.24)  0.232
H (-6.73, -6.59, 16.62)  -0.425
H (-5.39, -5.55, 16.58)  0.461
H (-5.46, -8.44, 17.77)  -1.086
H (-5.53, -7.02, 18.75)  -1.502
C (-7.04, -11.76, 26.78)  -0.730
C (-7.85, -10.52, 27.29)  -0.548
C (-9.29, -10.89, 27.66)  -0.195
C (-9.93, -11.27, 26.43)  0.338
N (-10.45, -11.52, 25.44)  -0.468
H (-6.02, -11.48, 26.54)  0.374
H (-7.44, -12.18, 25.88)  -0.104
H (-7.03, -12.52, 27.59)  0.320
H (-7.91, -9.71, 26.61)  0.290
H (-7.40, -10.07, 28.18)  0.394
H (-9.86, -10.05, 28.07)  -0.009
H (-9.38, -11.67, 28.43)  0.347
C (-9.40, -9.55, 22.46)  -0.859
C (-9.91, -8.92, 21.14)  1.540
C (-9.21, -9.40, 19.87)  2.968
C (-7.79, -9.20, 19.92)  -1.128
N (-6.65, -9.03, 20.02)  -0.083
H (-9.66, -10.62, 22.57)  -0.172
H (-9.79, -9.05, 23.35)  -0.089
H (-8.33, -9.42, 22.48)  0.506
H (-9.84, -7.83, 21.18)  -0.128
H (-10.96, -9.14, 21.06)  -0.880
H (-9.60, -9.00, 18.94)  -0.719
H (-9.32, -10.48, 19.71)  -1.003

## Properties
**Energy**: -74768.41997 eV
**Molecular weight**: 898.39 g mol⁻¹
**Gap between HOMO and LUMO**: 11.708 eV
**Relative energy (zero: lowest compared OMol25 entry of this formula, charge and spin)**: 2.141 eV

***

ORCA calculation (ωB97M-V with the def2-TZVPD basis set) on 9 unconnected molecules or ions with the total composition C53H100BrF6N4O14S at a distorted geometry.

Last column: Mulliken charge in e.
Positions of all 179 atoms, in Å:
C (-3.88, 0.30, 2.16)  -1.176
C (-3.12, -0.40, 1.03)  -0.167
O (-2.68, 0.34, -0.11)  -0.323
C (-1.84, 1.48, 0.02)  -0.498
C (-0.74, 1.49, 1.07)  -0.277
Br (-1.27, 2.40, 2.75)  -0.073
C (-0.05, 0.14, 1.42)  -0.615
C (-0.31, -0.46, 2.83)  -1.564
N (-2.83, 2.57, 0.06)  0.892
O (-2.40, 3.84, 0.35)  0.146
C (-3.60, 2.42, -1.13)  -0.368
N (-4.77, 3.00, -1.17)  0.627
C (-5.56, 3.00, -2.43)  0.036
C (-6.94, 3.67, -2.41)  -2.059
C (-8.07, 2.74, -2.01)  0.349
C (-8.62, 1.95, -3.00)  -0.410
C (-9.66, 1.13, -2.69)  -0.617
C (-10.17, 1.05, -1.42)  -0.598
C (-9.64, 1.84, -0.44)  -0.835
C (-8.60, 2.69, -0.75)  0.250
C (-5.28, 3.70, -0.04)  -0.423
C (-5.20, 5.08, 0.02)  -0.162
C (-5.70, 5.74, 1.11)  -0.662
N (-6.24, 5.19, 2.20)  -0.610
C (-6.26, 3.87, 2.11)  -1.192
C (-5.83, 3.09, 1.07)  -0.278
N (-2.85, 1.74, -2.02)  0.422
C (-3.27, 1.10, -3.25)  -1.623
C (-3.60, -0.41, -3.12)  -0.745
C (-4.98, -0.73, -2.49)  -0.957
C (-6.06, -1.27, -3.42)  0.543
F (-7.27, -0.88, -2.98)  -0.226
F (-6.05, -2.62, -3.35)  -0.331
C (-5.93, -0.92, -4.92)  0.574
F (-7.13, -1.14, -5.49)  -0.277
F (-5.08, -1.73, -5.54)  -0.254
F (-5.63, 0.37, -5.14)  -0.203
C (-1.45, 1.63, -1.54)  0.880
C (-0.56, 0.47, -2.03)  -1.402
C (0.95, 0.68, -2.26)  -0.771
C (1.84, 0.66, -1.01)  0.162
O (2.25, -0.41, -0.61)  -0.481
O (2.20, 1.80, -0.34)  -0.433
S (-0.79, 3.21, -2.18)  1.543
O (0.42, 3.64, -1.57)  -0.558
O (-1.71, 4.29, -2.24)  -0.617
F (-0.55, 2.87, -3.74)  -0.245
H (-3.83, 1.38, 2.19)  0.239
H (-4.93, 0.00, 2.15)  0.336
H (-3.50, -0.06, 3.12)  0.323
H (-2.34, -1.03, 1.47)  0.347
H (-3.81, -1.14, 0.62)  0.588
H (0.04, 2.15, 0.69)  0.566
H (1.02, 0.33, 1.43)  0.625
H (-0.27, -0.68, 0.74)  0.071
H (-1.37, -0.54, 3.08)  0.195
H (0.05, -1.49, 2.74)  0.453
H (0.30, -0.01, 3.60)  0.490
H (-2.77, 4.06, 1.22)  0.351
H (-5.71, 2.00, -2.85)  -0.039
H (-4.96, 3.53, -3.18)  0.515
H (-7.14, 3.91, -3.45)  0.609
H (-6.99, 4.62, -1.88)  0.611
H (-8.26, 1.96, -4.02)  0.431
H (-10.11, 0.51, -3.46)  0.404
H (-10.99, 0.39, -1.16)  0.412
H (-10.00, 1.83, 0.58)  0.444
H (-8.22, 3.32, 0.03)  0.490
H (-4.75, 5.64, -0.80)  0.619
H (-5.64, 6.82, 1.11)  0.480
H (-6.66, 3.34, 2.98)  0.510
H (-5.93, 2.02, 1.11)  1.054
H (-2.42, 1.13, -3.93)  0.371
H (-4.06, 1.58, -3.81)  0.995
H (-2.85, -0.87, -2.48)  0.621
H (-3.44, -0.83, -4.11)  0.599
H (-5.36, 0.11, -1.91)  0.233
H (-4.82, -1.51, -1.75)  0.485
H (-0.93, 0.00, -2.94)  0.603
H (-0.64, -0.34, -1.30)  0.175
H (1.24, 1.53, -2.88)  0.414
H (1.29, -0.19, -2.82)  0.620
H (2.70, 2.40, -0.91)  0.396
C (-0.28, 3.97, -8.38)  -1.293
C (-0.75, 5.15, -7.53)  0.518
C (0.43, 5.91, -6.95)  -1.210
O (-1.59, 4.68, -6.48)  -0.501
H (0.29, 3.26, -7.77)  0.286
H (-1.13, 3.43, -8.79)  0.330
H (0.35, 4.31, -9.20)  0.365
H (-1.35, 5.82, -8.14)  0.275
H (1.03, 5.26, -6.30)  0.346
H (0.08, 6.74, -6.34)  0.307
H (1.08, 6.29, -7.74)  0.314
H (-1.08, 4.08, -5.92)  0.198
C (2.30, -5.42, 2.81)  -1.066
C (2.14, -4.08, 2.10)  0.657
C (3.35, -3.76, 1.24)  -1.073
O (1.94, -3.05, 3.07)  -0.481
H (3.16, -5.40, 3.47)  -0.125
H (1.43, -5.64, 3.43)  0.371
H (2.43, -6.23, 2.09)  0.403
H (1.24, -4.11, 1.48)  0.254
H (4.25, -3.69, 1.86)  0.200
H (3.22, -2.79, 0.75)  0.166
H (3.51, -4.52, 0.48)  0.410
H (2.72, -3.02, 3.63)  0.298
C (0.00, 6.85, -0.40)  -0.696
C (-0.45, 7.27, 0.99)  0.319
C (0.21, 6.43, 2.07)  -0.931
O (-1.87, 7.16, 1.07)  -0.599
H (-0.27, 5.82, -0.60)  -0.211
H (-0.48, 7.47, -1.16)  0.306
H (1.09, 6.95, -0.51)  0.442
H (-0.21, 8.32, 1.15)  0.388
H (-0.06, 5.37, 1.95)  -0.023
H (-0.14, 6.74, 3.06)  0.317
H (1.29, 6.52, 2.03)  0.400
H (-2.09, 6.23, 0.92)  0.258
C (6.87, -8.06, 3.58)  -1.529
C (6.04, -6.95, 2.96)  0.531
C (6.89, -6.05, 2.09)  -1.122
O (5.43, -6.18, 4.00)  -0.444
H (7.66, -7.65, 4.21)  0.361
H (6.25, -8.70, 4.21)  0.377
H (7.33, -8.68, 2.81)  0.399
H (5.23, -7.38, 2.37)  0.238
H (7.68, -5.57, 2.67)  0.331
H (6.29, -5.24, 1.66)  0.162
H (7.35, -6.61, 1.27)  0.377
H (6.13, -5.79, 4.53)  0.303
C (11.01, -6.02, 1.03)  -1.208
C (10.18, -4.90, 0.41)  0.508
C (11.04, -4.01, -0.47)  -1.421
O (9.58, -4.12, 1.45)  -0.529
H (11.80, -5.62, 1.65)  0.341
H (10.38, -6.65, 1.66)  0.273
H (11.46, -6.65, 0.26)  0.376
H (9.36, -5.32, -0.17)  0.266
H (11.84, -3.54, 0.11)  0.364
H (10.44, -3.20, -0.90)  0.338
H (11.49, -4.57, -1.29)  0.373
H (10.29, -3.74, 1.98)  0.336
C (-0.29, 8.23, -11.40)  -1.374
C (0.42, 8.30, -10.06)  0.665
C (1.20, 9.60, -9.92)  -1.400
O (1.31, 7.19, -9.93)  -0.502
H (0.43, 8.26, -12.23)  0.342
H (-0.84, 7.29, -11.50)  0.329
H (-0.99, 9.05, -11.52)  0.387
H (-0.31, 8.22, -9.26)  0.207
H (1.97, 9.67, -10.70)  0.335
H (1.71, 9.63, -8.96)  0.345
H (0.54, 10.46, -10.00)  0.380
H (1.96, 7.24, -10.63)  0.310
C (3.06, -6.16, 6.85)  -0.697
C (1.54, -6.09, 6.79)  0.432
C (0.92, -6.60, 8.08)  -1.293
O (1.07, -6.86, 5.69)  -0.522
H (3.39, -7.19, 6.99)  0.198
H (3.50, -5.80, 5.92)  -0.012
H (3.45, -5.55, 7.67)  0.325
H (1.22, -5.06, 6.61)  0.242
H (1.19, -7.64, 8.26)  0.282
H (-0.17, -6.55, 8.03)  0.358
H (1.25, -6.01, 8.94)  0.352
H (1.34, -7.78, 5.83)  0.346
C (6.08, -7.47, 10.59)  -1.378
C (4.56, -7.41, 10.51)  0.603
C (3.93, -7.91, 11.80)  -1.376
O (4.10, -8.19, 9.41)  -0.482
H (6.42, -8.50, 10.73)  0.352
H (6.52, -7.12, 9.65)  0.322
H (6.46, -6.86, 11.40)  0.380
H (4.25, -6.38, 10.32)  0.229
H (4.20, -8.95, 11.99)  0.350
H (2.84, -7.86, 11.74)  0.328
H (4.25, -7.31, 12.66)  0.379
H (4.37, -9.11, 9.57)  0.308

## Properties
**Energy**: -188381.45171 eV
**Net charge**: +1
**Molecular weight**: 1243.36 g mol⁻¹
**Gap between HOMO and LUMO**: 8.291 eV

***

Question: Look up the gap between HOMO and LUMO of the second one.
Answer: 8.291 eV

***

Question: Which formula does entry 1 have?
Answer: C52H91N13

***

Question: The lowest energy belongs to which entry?
Answer: C53H100BrF6N4O14S

***

Question: The lowest molecular weight belongs to which entry?
Answer: C52H91N13